[1]
A 2-piece molecular cluster, C6H10Se overall. Source: the Open Molecules 2025 dataset; level of theory: the ωB97M-V functional and the def2-TZVPD basis.

Output
- Gap between HOMO and LUMO (spin up / spin down): 0.297 / 0.297 Ha
- Energy above the lowest of the compared OMol25 structures with the same formula, charge and spin: 161.29 kJ/mol
- Structure (SMILES): CC=[Se].C=CC=C

Geometry (Å):
C: 0.899 1.913 -1.080
C: 1.035 2.703 0.144
Se: 2.450 3.019 1.069
H: 1.149 2.518 -1.958
H: -0.128 1.417 -1.114
H: 1.702 1.201 -1.102
H: 0.074 3.113 0.416
C: 0.737 -0.454 1.087
C: -0.595 -0.563 1.313
C: -1.412 -1.819 0.810
C: -1.210 -2.705 -0.129
H: 1.334 -1.282 0.593
H: 1.189 0.350 1.522
H: -1.140 0.230 1.840
H: -2.318 -2.013 1.440
H: -1.880 -3.578 -0.221
H: -0.375 -2.617 -0.824

[2]
A 2-piece molecular cluster, C6H11BO3 overall. Source: the Open Molecules 2025 dataset; level of theory: the ωB97M-V functional and the def2-TZVPD basis.

Output
- Gap between HOMO and LUMO (spin up / spin down): 0.269 / 0.272 Ha
- Energy above the lowest of the compared OMol25 structures with the same formula, charge and spin: 241.65 kJ/mol

Geometry (Å):
B: 1.398 -1.350 0.234
C: -2.318 -0.298 0.111
C: -1.136 -0.550 -0.341
C: 1.135 1.338 -0.562
C: -3.604 0.119 -0.493
C: 2.152 1.825 0.446
C: 0.044 -0.648 0.476
O: 0.655 1.709 -1.584
O: 1.629 -2.199 -0.882
O: 2.444 -1.144 1.074
H: -2.450 -0.229 1.119
H: -0.946 -0.429 -1.408
H: -3.691 -0.105 -1.496
H: -3.536 1.234 -0.278
H: -4.460 -0.299 0.082
H: 2.996 2.360 -0.043
H: 2.623 1.100 1.035
H: 1.507 2.327 1.045
H: 0.027 -0.249 1.459
H: 2.368 -2.832 -0.978
H: 3.162 -1.680 0.983

[3]
A 2-piece molecular cluster, C6H11Br overall. Source: the Open Molecules 2025 dataset; level of theory: the ωB97M-V functional and the def2-TZVPD basis.

Output
- Gap between HOMO and LUMO (spin up / spin down): 0.340 / 0.232 Ha
- Energy above the lowest of the compared OMol25 structures with the same formula, charge and spin: 449.06 kJ/mol

Geometry (Å):
C: -1.691 2.277 0.069
C: -1.596 0.988 -0.234
C: 0.353 -1.236 1.327
C: 1.496 0.597 -0.142
C: 0.297 -1.383 -1.199
C: 0.742 -0.656 -0.011
Br: -2.883 -0.352 -0.244
H: -2.590 2.739 0.214
H: -0.907 2.978 0.110
H: 1.271 -1.438 1.944
H: -0.099 -2.141 1.288
H: -0.293 -0.605 1.977
H: 1.405 1.162 -1.026
H: 1.316 1.388 0.711
H: 2.515 0.346 0.043
H: -0.672 -1.957 -1.105
H: 0.177 -0.707 -1.980
H: 1.157 -2.001 -1.745

[4]
An isolated ion of composition C6H11BrN and charge +1. Source: the Open Molecules 2025 dataset; level of theory: the ωB97M-V functional and the def2-TZVPD basis.

Output
- Gap between HOMO and LUMO: 0.340 Ha
- Total charge: +1
- Energy above the lowest of the compared OMol25 structures with the same formula, charge and spin: 466.13 kJ/mol

Geometry (Å):
C: -0.149 -2.694 -0.302
C: -0.397 -2.359 0.994
C: -0.559 -1.532 -1.199
C: -0.786 -0.446 -0.002
C: -0.022 1.754 -0.798
C: 0.435 1.060 1.577
N: 0.201 0.641 0.092
Br: -2.698 0.086 0.267
H: 0.291 -3.670 -0.631
H: -0.621 -2.748 1.971
H: 0.082 -1.347 -2.073
H: -1.592 -1.670 -1.558
H: -0.626 1.358 -1.610
H: -0.604 2.373 -0.224
H: 0.818 2.378 -1.122
H: 0.661 0.227 2.223
H: 1.284 1.872 1.526
H: -0.415 1.531 1.976
H: 1.003 0.174 -0.284

[5]
C6H11CaO4 as an isolated structure. Source: the Open Molecules 2025 dataset; level of theory: the ωB97M-V functional and the def2-TZVPD basis.

Output
- Gap between HOMO and LUMO: 0.315 Ha
- Total charge: +1

Geometry (Å):
O: -1.583 0.054 -0.119
C: -1.838 -1.348 -0.026
C: -0.568 -1.960 0.519
O: 0.569 -1.393 -0.117
C: 1.797 -1.460 0.617
C: 2.625 -0.186 0.576
O: 1.925 0.929 0.123
Ca: 0.367 0.583 -0.947
H: -2.096 -1.717 -1.027
H: -2.680 -1.566 0.643
H: -0.582 -3.053 0.414
H: -0.506 -1.670 1.581
H: 2.357 -2.316 0.217
H: 1.519 -1.584 1.676
H: 3.510 -0.370 -0.062
H: 2.977 0.012 1.605
C: -0.208 2.251 0.341
O: -1.291 2.016 1.039
C: -2.233 1.025 0.630
H: 0.199 3.211 0.693
H: -2.654 0.643 1.568
H: -3.009 1.476 0.000

[6]
C6H11CeClF3O2Rh as an isolated structure. Source: the Open Molecules 2025 dataset; level of theory: the ωB97M-V functional and the def2-TZVPD basis.

Output
- Gap between HOMO and LUMO (spin up / spin down): 0.218 / 0.142 Ha
- Energy above the lowest of the compared OMol25 structures with the same formula, charge and spin: 0.00 kJ/mol
- 2S+1: 5

Geometry (Å):
Rh: 0.582 -1.221 0.482
Cl: -0.376 3.163 -4.197
C: -1.683 -0.928 0.668
H: -1.666 -1.163 1.759
H: -2.201 -1.686 0.060
H: -2.341 0.049 0.586
Ce: -0.465 0.633 -0.227
C: 1.792 0.129 -0.789
C: -1.116 -0.952 -2.845
C: -0.194 -1.833 -2.033
H: -1.753 -1.552 -3.556
H: -1.894 -0.319 -2.248
H: -0.567 -0.127 -3.447
H: 2.561 -0.676 -0.941
H: 1.611 0.563 -1.851
H: 2.288 0.981 -0.191
H: -0.665 -2.734 -1.727
H: 0.764 -1.960 -2.497
F: 1.504 0.661 4.616
C: 0.891 1.593 3.916
F: -0.383 1.846 4.379
F: 1.584 2.714 3.737
C: 0.647 1.063 2.454
O: 0.930 -0.152 2.224
O: 0.150 1.909 1.665

no.,E_tot (eV)
1,-71727.134
2,-13217.946
3,-76437.607
4,-77921.336
5,-33019.721
6,-47099.553